(1)
Formula: C7H10
Source: OMol25
Level of theory: ωB97M-V/def2-TZVPD

Geometry as XYZ:
```
17
Properties=species:S:1:pos:R:3:forces:R:3
C -1.175561 -1.521783 0.935441 -0.313 0.377 0.920
C -0.434702 -1.950061 1.972322 1.030 -1.247 -0.890
C -1.141395 -0.949718 -1.534963 -0.305 -0.282 0.257
C -0.637374 -0.885558 -0.302871 0.103 1.849 2.078
C 0.407967 0.137706 0.021638 -0.174 -0.874 -0.814
C 0.364732 1.359576 -0.510013 1.625 0.973 0.213
C 1.522022 2.379144 -0.494341 -0.551 -0.964 0.085
H -2.234156 -1.546212 1.191665 -0.263 -0.609 -1.085
H -0.767833 -2.816012 2.563508 -0.485 1.159 0.455
H 0.655039 -1.830548 2.034832 -0.349 -0.011 -0.347
H -2.191756 -1.179477 -1.683237 0.289 -0.838 -0.306
H -0.465862 -0.775786 -2.360374 -0.399 0.704 -0.191
H 1.144233 -0.113467 0.770694 0.480 0.022 -0.228
H -0.482153 1.807539 -1.009008 -0.349 -0.737 -0.424
H 1.142829 3.328934 -0.140412 0.151 0.393 -0.098
H 2.410302 2.100755 0.071361 -0.234 -0.228 0.325
H 1.883667 2.454968 -1.526241 -0.255 0.315 0.050
```
Positions in Å, forces in eV/Å.

Output
Charge   0
Relative energy (zero: lowest compared OMol25 entry of this formula, charge and spin)   2.920 eV
2S+1   1
Structure (SMILES)   C=CC(=C)/C=C/C



(2)
Formula: C15H30Cl2CrO15
Source: OMol25
Level of theory: ωB97M-V/def2-TZVPD

Geometry as XYZ:
```
63
Properties=species:S:1:pos:R:3:forces:R:3
Cr -12.285283 22.242692 16.145354 -2.068 -1.076 -1.459
Cl -9.940111 22.904752 16.908042 -0.032 -0.012 0.043
Cl -14.521775 21.666344 15.091390 1.189 0.390 0.709
C -14.897368 18.965229 18.665575 -1.702 -0.056 -0.626
O -13.578885 18.959634 19.082699 2.201 1.193 0.452
C -12.819756 20.083782 18.914901 -0.876 -0.493 -0.312
O -12.977419 20.952450 18.066391 0.202 -0.913 1.390
O -11.900370 20.019904 19.860684 -0.776 -1.250 -0.490
C -10.939831 20.997586 20.076416 0.418 1.102 0.611
H -14.989929 19.439085 17.688343 -0.251 -0.041 0.008
H -15.554531 19.436569 19.396388 0.175 0.525 0.052
H -15.265751 17.939371 18.668777 0.405 -0.080 -0.409
H -10.046230 20.872727 19.464854 -0.132 -0.036 -0.121
H -10.686363 20.870828 21.128925 0.260 0.120 -0.137
H -11.372050 21.991224 19.958242 0.124 0.094 -0.220
C -10.068926 19.315767 12.624282 0.041 0.399 -0.007
O -11.085093 20.112261 12.032472 -0.862 0.561 0.717
C -11.557672 21.268647 12.572878 1.107 -0.486 0.538
O -11.365465 21.702887 13.715797 -0.269 -0.726 -2.009
O -12.166159 21.815225 11.542325 -0.480 -0.637 -0.403
C -12.775686 23.096092 11.571138 0.175 -0.277 1.499
H -9.212482 19.970768 12.784197 0.269 -0.376 0.075
H -9.895426 18.558599 11.859619 0.332 0.084 0.240
H -10.352916 18.821222 13.553188 -0.223 0.169 0.023
H -13.270897 23.267467 10.615365 0.585 0.070 0.043
H -11.933789 23.724901 11.860782 -0.534 0.921 -0.456
H -13.528335 23.089886 12.359537 -0.060 0.225 0.093
C -13.618891 18.100476 15.097147 -0.305 0.897 -1.478
O -12.316463 17.747775 15.502132 1.889 -0.163 1.874
C -11.469363 18.679873 15.987955 -1.502 0.011 0.501
O -11.691062 19.888356 16.049026 0.922 -1.320 -0.299
O -10.429127 18.012767 16.501963 -0.752 -0.378 -0.380
C -9.315686 18.664519 17.026216 1.405 1.681 0.492
H -14.195686 18.726239 15.778192 0.592 0.308 -0.007
H -14.235662 17.223554 14.900423 0.642 -0.313 0.117
H -13.362277 18.581693 14.153384 -1.315 0.512 -0.145
H -8.705650 18.064419 17.701374 -0.468 -0.848 -0.483
H -9.510937 19.526695 17.663891 -0.825 0.202 -0.155
H -8.665500 19.045541 16.238710 -0.003 -0.192 -0.211
C -15.617018 23.294156 18.881798 -0.601 -1.613 0.827
O -14.733940 24.394120 18.955922 1.132 0.394 -0.186
C -13.535287 24.381507 18.421827 0.214 1.686 -1.116
O -13.033023 23.625652 17.637253 0.045 -2.293 -0.823
O -12.889226 25.485637 18.677698 -0.152 2.072 1.527
C -11.740850 25.972055 17.948964 -0.412 -0.503 -0.418
H -16.408596 23.397620 18.139641 0.135 0.556 0.141
H -15.982517 23.218642 19.905905 -0.608 0.161 -0.251
H -15.183905 22.308904 18.709217 0.775 0.330 -0.399
H -11.668774 27.040995 18.149680 0.033 -0.293 0.422
H -11.863602 25.883564 16.869520 -0.300 -0.279 0.074
H -10.841138 25.424632 18.229940 0.015 0.105 0.252
C -14.705374 25.688798 15.006316 -0.162 -0.039 -0.664
O -13.359752 26.160739 14.644908 -0.995 -1.438 -0.309
C -12.385597 25.269385 14.433294 -1.179 -3.001 4.103
O -12.291176 24.091779 14.890413 -0.905 2.474 -1.346
O -11.393958 25.901383 13.995601 1.658 1.827 -1.720
C -10.152333 25.337960 13.668950 1.710 0.213 -1.432
H -15.311525 26.590549 15.093115 0.387 -0.020 0.545
H -14.735623 25.012525 15.860619 0.364 0.373 0.165
H -15.193011 25.142846 14.198707 0.551 -0.160 -0.299
H -9.386047 25.516871 14.423204 -0.442 -0.316 0.443
H -9.804236 25.927196 12.820580 -0.072 0.252 0.016
H -10.114142 24.329539 13.256962 -0.689 -0.279 0.780
```
Positions in Å, forces in eV/Å.

Output
Calculated total energy   -100212.6935 eV
Charge   +1
2S+1   6
<S²>   8.766